w) C10H8O as an isolated structure, computed with ωB97M-V with the def2-TZVPD basis set.

The geometry in ORCA input format:
```
! wB97M-V def2-TZVPD RIJCOSX def2/J DEFGRID3
* xyz 0 1
C 1.5222 0.2220 0.2969
C 1.5220 1.4113 1.0455
C 0.3147 2.0986 1.3042
C -0.9301 1.5526 0.9408
C -0.8769 0.4135 0.1960
C -2.1245 -0.2649 -0.1984
C -2.1615 -1.2660 -1.0512
C -0.9699 -1.8284 -1.4502
C 0.1973 -1.4147 -1.0118
C 0.2673 -0.2702 -0.1264
H 2.5979 -1.6186 -0.0007
H 2.4730 1.8188 1.2633
H 0.3996 2.9693 1.9728
H -1.8238 2.0239 1.3187
H -3.0618 0.2361 0.0753
H -3.0920 -1.7993 -1.3788
H -1.0100 -2.7606 -2.1009
H 1.0707 -1.8895 -1.4972
O 2.7354 -0.3629 0.0844
*
```


x) One molecule with the formula C10H8O, computed with ωB97M-V with the def2-TZVPD basis set.

The geometry in ORCA input format:
```
! wB97M-V def2-TZVPD RIJCOSX def2/J DEFGRID3
* xyz 0 1
C 2.1913 0.7644 -2.1324
C 2.0095 -0.5876 -1.6955
C 0.9614 -0.8969 -0.7925
C 0.2324 0.1210 -0.1901
C 0.3812 1.4456 -0.6674
C 1.3447 1.7164 -1.6050
C -0.8077 -0.2068 0.7165
C -0.7063 -0.6542 2.0764
C -2.0763 -0.8546 2.5336
C -2.8951 -0.4762 1.5400
H 3.1133 0.7915 -2.7917
H 2.5333 -1.2796 -2.0779
H 0.6850 -1.6661 -0.3933
H -0.2799 2.1535 -0.4024
H 1.4660 2.7732 -2.1280
H 0.3795 -1.1544 2.5124
H -2.3459 -1.2871 3.5663
H -4.0344 -0.5610 1.4943
O -2.1519 -0.1411 0.4367
*
```

Structure (SMILES): c1ccc(-c2ccco2)cc1


Which is most stable, and by how much? w), by 45.5 kcal/mol.


w) One molecule with the formula C2H5N3S, computed with ωB97M-V with the def2-TZVPD basis set.

The geometry in ORCA input format:
```
! wB97M-V def2-TZVPD RIJCOSX def2/J DEFGRID3
* xyz 0 1
C -1.2966 0.8106 -0.4678
C -0.1663 1.4080 0.2639
H -0.6941 -0.8611 1.2130
H -2.0273 -1.7820 0.9254
H -1.8562 1.5191 -1.0765
H -0.3636 2.4069 0.6412
H 0.7174 -1.0232 -0.9678
N -1.2951 -1.2359 0.5096
N -1.7700 -0.4022 -0.4415
N 0.9852 0.8978 0.5035
S 1.7225 -0.5243 -0.2196
*
```

Structure (SMILES): N/N=C\C=N/S


x) One molecule with the formula C2H5N3S, computed with ωB97M-V with the def2-TZVPD basis set.

The geometry in ORCA input format:
```
! wB97M-V def2-TZVPD RIJCOSX def2/J DEFGRID3
* xyz 0 1
C -0.9592 0.1526 -0.0549
C 0.4502 -0.3441 -0.0897
H -1.6504 -1.6717 0.4432
H -2.8270 -0.5682 0.0741
H -0.4791 1.9865 -0.0883
H 0.6233 -1.4442 -0.2908
H 3.5908 1.0365 0.1333
N -1.8838 -0.8585 -0.0675
N -1.2803 1.3751 -0.0485
N 1.4141 0.4666 0.0370
S 3.0015 -0.1307 -0.0478
*
```

Structure (SMILES): [H]/N=C(N)\C=N\S


Which is most stable, and by how much? x), by 36.8 kcal/mol.


w) C3H8NOS as an isolated structure, computed with ωB97M-V with the def2-TZVPD basis set.

The geometry in ORCA input format:
```
! wB97M-V def2-TZVPD RIJCOSX def2/J DEFGRID3
* xyz 1 1
C 0.9818 -0.2896 0.1590
C 0.7749 1.2325 -1.0462
C -1.4288 0.1196 0.6321
N -0.3870 -0.9608 0.3326
O 1.9583 -1.1054 -0.3610
S 2.3267 -0.6274 1.2354
H 1.7069 1.5723 -1.1881
H 0.0398 1.7740 -0.6440
H 0.4401 0.5568 -1.8207
H -2.3115 -0.4918 0.9583
H -1.1769 0.9065 1.3166
H -1.9279 0.4252 -0.2251
H -0.6534 -1.5102 -0.4894
H -0.3431 -1.6016 1.1405
*
```


x) An isolated ion of composition C3H8NOS and charge +1, computed with ωB97M-V with the def2-TZVPD basis set.

The geometry in ORCA input format:
```
! wB97M-V def2-TZVPD RIJCOSX def2/J DEFGRID3
* xyz 1 1
C 1.1018 0.3915 -0.5390
C 0.6561 -1.0910 -0.5802
C -0.7900 -0.1208 0.8057
N 0.1421 1.0130 0.5071
O -0.0428 -1.2063 0.6097
S -2.1897 0.1859 -0.3953
H 2.1912 0.3457 -0.3527
H 1.0835 0.8975 -1.4934
H 0.0016 -1.2143 -1.4308
H 1.6607 -1.7291 -0.7964
H -1.1174 -0.2102 1.8761
H 0.6734 1.3351 1.3394
H -0.3312 1.8325 0.1646
H -3.0394 -0.4296 0.2853
*
```

Structure (SMILES): S[C@@H]1[NH2+]CCO1


Which is most stable, and by how much? x), by 59.9 kcal/mol.


w) A 2-piece molecular cluster, C3H11N2S overall, computed with ωB97M-V with the def2-TZVPD basis set.

The geometry in ORCA input format:
```
! wB97M-V def2-TZVPD RIJCOSX def2/J DEFGRID3
* xyz 1 1
C -0.5152 -2.7304 -0.5357
C -0.1281 -1.6980 0.5109
S 1.5609 -1.0357 0.2668
H -0.0177 -3.6764 -0.3328
H -0.2123 -2.4080 -1.5291
H -1.5857 -2.9097 -0.5279
H -0.8158 -0.8507 0.5057
H -0.1750 -2.1113 1.5111
H 2.1141 -2.1367 -0.2396
N 0.7210 2.1268 0.8709
C -0.0851 2.8751 0.1732
N -0.8437 2.4229 -0.8020
H 0.9153 1.1630 0.6103
H 1.2265 2.4938 1.6632
H -0.1543 3.9256 0.4194
H -1.2739 3.0784 -1.4360
H -0.7309 1.4715 -1.1284
*
```


x) An isolated ion of composition C3H11N2S and charge +1, computed with ωB97M-V with the def2-TZVPD basis set.

The geometry in ORCA input format:
```
! wB97M-V def2-TZVPD RIJCOSX def2/J DEFGRID3
* xyz 1 1
C -0.1330 -1.3334 0.8210
C -1.5042 -0.1266 -0.6333
C 0.9384 0.6027 -0.3285
N 0.6232 1.6564 0.4431
N -0.1290 -0.4861 -0.3537
S 2.4865 -0.4349 -0.1081
H -0.2122 -0.7950 1.7353
H -0.9645 -2.0142 0.8497
H 0.7978 -1.9215 0.8909
H -1.6180 0.9387 -0.1740
H -1.5027 -0.1096 -1.7060
H -2.1040 -0.8714 -0.1336
H 1.0313 0.8316 -1.3535
H 0.9376 2.5212 0.2635
H 0.5892 1.2855 1.4507
H 0.2330 -1.0726 -1.1302
H 3.2649 0.6101 -0.3188
*
```

Structure (SMILES): C[NH+](C)[C@@H](N)S


y) A 2-piece molecular cluster, C3H11N2S overall, computed with ωB97M-V with the def2-TZVPD basis set.

The geometry in ORCA input format:
```
! wB97M-V def2-TZVPD RIJCOSX def2/J DEFGRID3
* xyz 1 1
C 1.3539 -0.2810 -1.3768
C -0.6772 -0.6065 -0.2233
C 0.4629 0.1326 2.6103
N 1.6208 0.6744 2.9542
N -0.1114 -0.1590 -1.5152
S -0.9626 0.5738 3.4884
H 1.5648 0.4244 -0.5852
H 1.5063 -1.3155 -0.9656
H 1.9262 -0.1088 -2.2535
H -0.3479 -1.5653 -0.0140
H -1.7469 -0.7094 -0.3092
H -0.3761 -0.0831 0.6495
H 1.8057 1.1838 3.7589
H 2.4153 0.6784 2.2421
H -0.4033 0.7786 -1.8678
H -0.3791 -0.8217 -2.2970
H -1.8112 -0.4196 2.8233
*
```


Which is most stable, and by how much? w), by 41.8 kcal/mol.